1 | {
  "formula": "C9H18N2O4",
  "method": "ωB97M-V/def2-TZVPD",
  "symbols": ["O", "H", "H", "N", "O", "C", "H", "H", "C", "H", "H", "C", "C", "H", "C", "C", "O", "C", "H", "H", "H", "H", "H", "H", "C", "O", "H", "N", "H", "H", "C", "H", "H"],
  "positions_angstrom": [[-0.910, 1.461, -0.308], [-1.365, -2.308, -1.474], [-2.514, 0.716, 3.130], [-1.707, 3.304, 2.041], [3.021, 0.458, -1.879], [-0.412, -2.943, -1.595], [2.222, -2.883, -0.315], [-0.599, -3.547, -2.480], [1.962, 0.716, -1.270], [0.362, 1.644, -1.300], [-0.901, 3.917, 2.308], [1.425, -0.018, -0.082], [0.710, -1.885, -1.695], [1.613, 1.509, 1.362], [2.057, -2.497, -1.313], [-2.060, 0.802, 2.145], [-3.201, 1.085, 1.373], [-0.329, 1.476, 0.798], [2.214, -0.445, 0.474], [-0.386, -3.650, -0.770], [2.304, -3.486, -1.841], [-1.552, -0.070, 1.795], [-0.516, 2.111, 3.084], [-2.648, 3.609, 1.409], [0.256, -0.897, -0.645], [1.317, 1.807, -1.595], [-0.586, -0.319, -0.981], [0.883, 0.981, 0.820], [0.733, -1.457, -2.669], [-3.000, 1.684, 0.611], [-1.087, 1.984, 2.095], [-0.051, -1.344, 0.306], [2.743, -1.514, -1.542]],
  "nbo_charge": [-0.696, 0.195, 0.198, -0.898, -0.597, -0.595, 0.204, 0.211, 0.765, 0.503, 0.389, -0.164, -0.248, 0.415, -0.666, -0.064, -0.718, 0.686, 0.244, 0.209, 0.219, 0.169, 0.225, 0.426, -0.405, -0.677, 0.260, -0.614, 0.218, 0.482, -0.143, 0.208, 0.261],
  "total_charge": 0,
  "smiles": "CC(C)C[C@H](NC(=O)[C@@H](N)CO)C(=O)O",
  "homo_energy_ev": -9.451,
  "gap_ha": 0.35939
}

---

2 | {
  "formula": "C9H18N2O4",
  "method": "ωB97M-V/def2-TZVPD",
  "symbols": ["H", "C", "O", "N", "C", "C", "H", "H", "O", "C", "H", "O", "N", "H", "C", "H", "C", "H", "H", "H", "H", "H", "C", "H", "O", "H", "C", "H", "H", "C", "H", "H", "H"],
  "positions_angstrom": [[-0.153, -1.898, 0.471], [-1.080, -0.174, -1.358], [2.762, -2.917, 2.004], [0.251, -0.906, 0.571], [-0.416, 3.033, -3.003], [1.888, -2.479, 1.341], [-0.536, 0.078, 2.843], [-3.104, 3.771, -2.200], [0.822, 0.945, -0.500], [-2.263, 3.844, -1.524], [2.206, -0.029, 3.106], [1.048, -3.247, 0.506], [-2.067, -1.287, -0.919], [-2.810, 3.455, -0.552], [-1.863, 1.282, -1.552], [-2.748, 1.294, -2.207], [0.098, 0.001, -0.498], [-2.434, -1.016, 0.026], [-1.280, 3.570, -3.978], [2.341, -0.469, 0.731], [-0.642, -0.410, -2.399], [1.234, -4.210, 0.560], [1.509, -0.984, 1.199], [-2.850, -1.298, -1.734], [0.313, -0.556, 3.250], [0.217, 1.961, -3.272], [1.346, -0.106, 2.447], [1.194, 0.873, 2.122], [-0.676, 2.620, -0.787], [-1.319, 2.712, -1.694], [-2.519, 1.555, -0.656], [-1.999, 4.829, -1.212], [0.309, 4.118, -2.648]],
  "nbo_charge": [0.450, -0.131, -0.543, -0.664, -0.631, 0.806, 0.465, 0.206, -0.608, -0.614, 0.183, -0.740, -0.846, 0.188, -0.423, 0.203, 0.665, 0.373, 0.201, 0.248, 0.233, 0.511, -0.202, 0.385, -0.697, 0.232, -0.054, 0.180, 0.225, -0.266, 0.203, 0.237, 0.225],
  "total_charge": 0,
  "homo_energy_ev": -9.767,
  "gap_ha": 0.37457
}

---

Which structure above is the least stable? It is 2.